# 1
DFT (the ωB97M-V functional and the def2-TZVPD basis) results for a cluster of 11 separate species, C22H66N4O18 in total at a distorted geometry.

CARTESIAN COORDINATES (ANGSTROEM)
C 3.78202 -3.15618 0.26518
C 3.66252 -3.55177 -1.14406
C 2.94629 -4.86338 -1.38984
O 2.94140 -2.46483 -1.80081
H 3.90731 -2.06921 0.42003
H 4.69924 -3.62422 0.69375
H 2.94088 -3.51131 0.81506
H 4.61873 -3.44360 -1.64670
H 2.78615 -5.18636 -2.42151
H 1.94934 -4.73443 -0.94480
H 3.47970 -5.67489 -0.79250
H 2.17016 -2.78221 -2.23874
C 0.96054 -1.91327 2.56220
C 1.09536 -1.41034 1.16532
C -0.23657 -0.88965 0.58060
O 2.08341 -0.40008 1.07170
H 0.06180 -2.56129 2.58266
H 0.71114 -0.97470 3.09085
H 1.82857 -2.42472 2.96380
H 1.36685 -2.22076 0.53875
H -0.84786 -1.75985 0.34338
H -0.12964 -0.38183 -0.38122
H -0.77615 -0.24052 1.32507
H 1.81294 0.14134 0.28937
C -2.11792 -0.06037 4.94099
C -1.25386 1.19534 4.74085
O -0.22972 0.88839 3.79278
O -2.74879 -0.46393 3.72316
H -2.92519 0.12477 5.75879
H -1.54085 -0.90822 5.28692
H -0.93424 1.60537 5.70357
H -1.88783 1.99277 4.33993
H 0.26199 1.64365 3.46652
H -2.09176 -0.83031 3.14034
C -1.52233 2.82636 -2.09173
C -1.70883 2.78652 -3.59935
O -1.80910 1.40292 -3.90043
O -1.37485 4.14613 -1.57914
H -0.58249 2.31249 -1.93359
H -2.36782 2.34236 -1.58134
H -0.84309 3.15748 -4.15310
H -2.59791 3.34410 -3.84578
H -2.62569 1.01571 -3.53150
H -2.27251 4.53937 -1.50865
C 0.93401 3.05950 1.04635
C 1.86471 4.12185 0.44371
O 1.51343 4.54543 -0.83321
O 1.60770 2.24343 2.05617
H 0.56596 2.42014 0.25215
H 0.05057 3.58645 1.50794
H 2.78774 3.51231 0.36800
H 2.07175 4.95498 1.10383
H 0.53826 4.56633 -0.87324
H 1.57168 1.30179 1.85280
C 5.88254 1.15984 3.26716
C 4.40024 1.42415 3.28872
O 4.12923 2.78438 3.24622
O 6.45083 1.41925 2.03763
H 5.94814 0.09408 3.40472
H 6.41478 1.60313 4.11604
H 3.91332 0.88579 4.14244
H 4.03266 0.87788 2.40889
H 3.26148 2.88819 2.86537
H 6.05980 2.19277 1.55189
C -4.70244 -1.22082 -1.15912
C -3.74803 -1.08006 0.03227
O -4.39479 -0.12851 0.89938
O -4.90931 0.03767 -1.74890
H -5.62051 -1.67431 -0.73557
H -4.25978 -1.85172 -1.92077
H -2.82973 -0.64857 -0.38668
H -3.57268 -2.05620 0.47676
H -4.08028 -0.19786 1.79129
H -4.80818 0.72548 -1.05634
C -3.94196 4.54667 0.10870
C -5.25416 3.97390 0.66568
O -5.83711 3.18246 -0.40247
O -4.12696 5.07218 -1.17145
H -3.21469 3.70615 -0.02286
H -3.55481 5.24503 0.78861
H -5.97185 4.76463 0.84244
H -5.12934 3.40272 1.60048
H -6.59970 2.68771 -0.04758
H -4.88353 4.66336 -1.61952
C 0.17110 -1.26899 -3.59640
C -0.34163 -2.51055 -2.99495
O -0.49908 -3.59095 -3.93847
O -0.77845 -1.01467 -4.64484
H 1.18174 -1.28034 -3.95202
H 0.13158 -0.54574 -2.79516
H -1.30003 -2.25472 -2.54569
H 0.27046 -2.84987 -2.21984
H -1.19225 -3.35953 -4.54925
H -0.96268 -0.07992 -4.63987
C -0.93753 -5.79276 -0.33517
O -0.91644 -4.71756 0.29210
N -0.97706 -7.07083 0.22340
N -0.90133 -5.82864 -1.73376
H -1.55202 -7.77522 -0.29379
H -1.11875 -7.09511 1.21449
H -0.83041 -5.05008 -2.35916
H -0.83072 -6.67243 -2.27860
C 2.58624 1.43087 -1.83869
O 1.55917 1.24385 -1.20548
N 2.62397 2.49510 -2.74651
N 3.74731 0.81007 -1.67342
H 3.51406 2.94494 -2.95296
H 1.95253 3.19960 -2.38623
H 3.63198 -0.03487 -1.11022
H 4.56793 0.91393 -2.24423

Summary:
frontier orbital gap = 0.3696 Ha
strongest force on any atom = 3.401 eV/Å
E_HOMO = -0.3520 Ha
energy relative to the best compared isomer or geometry (same formula, charge and spin) = 4.4 kJ/mol
SMILES = NC(N)=O.NC(N)=O.CC(C)O.CC(C)O.OCCO.OCCO.OCCO.OCCO.OCCO.OCCO.OCCO

Atom charges from the Löwdin analysis, given in e for atoms 1 to 2:
1 C -0.067
2 C -0.473

# 2
DFT (the ωB97M-V functional and the def2-TZVPD basis) results for a cluster of 11 separate species, C22H66O11S11 in total at a distorted geometry.

CARTESIAN COORDINATES (ANGSTROEM)
C -6.52252 -0.89971 -0.91129
S -5.36360 -2.12437 -1.62632
O -5.64550 -2.09474 -3.15031
C -3.79811 -1.19474 -1.41825
H -6.19840 -0.75881 0.11982
H -7.54429 -1.27761 -0.94702
H -6.51893 0.05687 -1.43382
H -3.74505 -0.23963 -1.94078
H -3.07357 -1.90162 -1.82255
H -3.53509 -1.05387 -0.36988
C -5.48279 3.73228 0.13097
S -4.96089 1.99068 -0.05824
O -5.61262 1.37376 1.17164
C -3.11493 2.02171 -0.15424
H -6.56932 3.77473 0.05515
H -4.97416 4.39959 -0.56480
H -5.30213 4.13029 1.12949
H -2.65002 2.42156 0.74692
H -2.74731 2.54125 -1.03913
H -2.84108 0.97170 -0.25710
C -0.24465 -0.23170 0.53149
S 0.66535 -1.32241 -0.56716
O -0.11300 -1.15703 -1.88570
C 2.08593 -0.13410 -0.80611
H 0.30766 -0.09997 1.46192
H -1.18467 -0.72697 0.77471
H -0.40459 0.80170 0.22392
H 1.70698 0.88272 -0.70337
H 2.60759 -0.28842 -1.75066
H 2.84812 -0.31420 -0.04800
C -1.87692 -5.71221 1.29818
S -2.93918 -4.13469 1.01237
O -2.07735 -2.95080 0.47971
C -3.95732 -4.83527 -0.41091
H -2.32007 -6.68472 1.08379
H -1.68467 -5.71546 2.37109
H -0.91481 -5.77445 0.78969
H -4.21317 -5.86067 -0.14410
H -3.57829 -4.51430 -1.38117
H -4.92522 -4.35358 -0.27220
C -1.90869 -0.47214 -4.94962
S -2.84895 -1.38602 -6.26481
O -4.18747 -1.64617 -5.60068
C -3.27872 0.10774 -7.24519
H -1.00170 -0.15175 -5.46227
H -1.53607 -0.99087 -4.06635
H -2.53977 0.34043 -4.58964
H -3.97083 -0.18620 -8.03429
H -2.44998 0.60146 -7.75265
H -3.91109 0.74253 -6.62450
C 0.72675 4.20905 4.93349
S 1.13225 2.59670 4.19819
O -0.08311 2.24670 3.27044
C 2.53814 3.13544 3.08002
H 1.62053 4.74999 5.24437
H 0.20651 4.09863 5.88494
H 0.02183 4.72729 4.28340
H 2.63904 2.29062 2.39870
H 3.45186 3.34967 3.63439
H 2.27965 3.98072 2.44223
C 7.17228 -3.00329 -4.32143
S 5.63191 -3.88319 -3.78980
O 5.62769 -4.08512 -2.24757
C 4.49615 -2.48602 -4.06515
H 8.06424 -3.62228 -4.22461
H 7.19624 -2.20701 -3.57748
H 6.98134 -2.54845 -5.29341
H 4.63934 -1.57799 -3.47942
H 3.47650 -2.80230 -3.84520
H 4.55268 -2.15563 -5.10234
C -2.52902 -0.49535 3.73216
S -3.22369 -1.65668 4.99761
O -2.05026 -2.12352 5.72194
C -3.81406 -0.37746 6.17476
H -2.06239 0.36466 4.21251
H -3.40878 0.08933 3.46332
H -2.15782 -0.75651 2.74115
H -4.51561 0.21726 5.58974
H -3.06339 0.31241 6.56035
H -4.31026 -0.71964 7.08294
C 1.18496 5.97566 -1.13173
S 2.66859 4.79838 -1.39313
O 3.01684 4.35909 0.04062
C 1.85599 3.49614 -2.38959
H 0.81114 5.71221 -0.14232
H 0.46236 5.89927 -1.94421
H 1.44157 7.03465 -1.15991
H 1.25250 3.98260 -3.15591
H 1.16241 2.93001 -1.76786
H 2.69866 2.90674 -2.75102
C 1.04340 -2.29963 3.70040
S 2.49840 -1.82002 2.56850
O 3.32620 -0.77038 3.29556
C 3.66535 -3.34056 2.46032
H 1.37342 -2.78131 4.62082
H 0.34673 -2.92689 3.14426
H 0.39892 -1.43015 3.82984
H 4.46242 -3.13921 1.74461
H 3.06493 -4.23659 2.30306
H 4.11258 -3.55576 3.43077
C 5.54717 2.10798 -0.53676
S 7.05580 1.46896 0.13405
O 7.94897 2.72307 0.10333
C 6.54766 1.20602 1.78829
H 5.32244 1.98781 -1.59655
H 5.54783 3.18311 -0.35733
H 4.67188 1.59100 -0.14347
H 7.32291 0.71443 2.37602
H 5.69943 0.52152 1.79569
H 6.29747 2.13203 2.30599

Summary:
spin multiplicity = 2
frontier orbital gap (alpha / beta) = 0.0571 / 0.3012 Ha
charge = -1
strongest force on any atom = 3.645 eV/Å
E_HOMO (alpha / beta) = 0.0069 / -0.2373 Ha
energy relative to the best compared isomer or geometry (same formula, charge and spin) = 10.4 kJ/mol

Atom charges from the Löwdin analysis, given in e for atoms 1 to 2:
1 C -0.276
2 S 0.845

# 3
DFT (the ωB97M-V functional and the def2-TZVPD basis) results for a structure of composition C22H67CrHgO16S at a distorted geometry.

CARTESIAN COORDINATES (ANGSTROEM)
Hg -0.33889 -1.50725 -0.80652
Cr 1.72845 3.19902 1.44088
S 0.54401 0.98826 0.42615
O 1.58116 1.09730 1.46994
O 0.27877 2.38579 0.06851
O 1.10998 0.24956 -0.74811
O -0.62264 0.21042 0.85524
O 0.31750 3.57657 2.74788
H -0.49625 3.59805 2.23429
C 1.01883 -0.38396 -5.45481
C 0.72825 -1.29451 -4.28043
O -0.45115 -2.05914 -4.54783
H 0.12540 0.17165 -5.74490
H 1.30924 -0.97307 -6.32313
H 1.82839 0.29496 -5.18896
H 0.74550 -0.80758 -3.29831
H 1.57608 -1.99456 -4.22581
H -0.62850 -2.62112 -3.78808
C -4.33173 2.45393 -1.44799
C -3.14004 3.29539 -1.04255
O -1.92774 2.68003 -1.48019
H -4.34103 1.50433 -0.90862
H -4.29335 2.18180 -2.50638
H -5.26753 2.97853 -1.26702
H -3.13404 3.33300 0.05234
H -3.20759 4.31005 -1.43573
H -1.19819 2.93538 -0.88748
C -4.02949 -3.38127 1.19039
C -3.70506 -2.53031 -0.01733
O -2.50610 -1.76331 0.18210
H -3.87909 -2.84297 2.12589
H -3.39756 -4.27123 1.20349
H -5.06547 -3.71958 1.15009
H -4.51979 -1.85634 -0.29881
H -3.53976 -3.14409 -0.90495
H -2.65866 -1.13484 0.92350
C 4.25384 -2.47267 3.47414
C 3.52282 -1.16101 3.29529
O 2.44155 -1.35442 2.39838
H 5.04314 -2.40142 4.22275
H 4.76032 -2.76056 2.54883
H 3.56300 -3.25992 3.77081
H 4.17854 -0.34745 2.96575
H 3.15942 -0.82587 4.27635
H 2.03552 -0.48962 2.18552
C 4.83667 1.37172 -0.21232
C 4.52680 2.85411 -0.23582
O 3.09967 3.06193 -0.22327
H 4.50087 0.85749 -1.11231
H 4.34079 0.88899 0.63561
H 5.90310 1.18999 -0.06146
H 4.94070 3.32915 -1.12639
H 4.94958 3.36422 0.62789
H 2.74386 2.72285 -1.08482
C 4.03011 -1.93575 -2.15821
C 3.12689 -2.31113 -0.99646
O 1.76554 -2.51732 -1.44448
H 3.70514 -1.02385 -2.65553
H 4.10409 -2.76990 -2.85736
H 5.03622 -1.79430 -1.75441
H 3.07862 -1.56149 -0.21017
H 3.49010 -3.24492 -0.55853
H 1.72537 -3.31485 -1.98321
C 1.93791 3.59433 -4.22810
C 1.26740 2.65667 -3.25150
O 2.26515 1.92298 -2.52513
H 2.54240 3.04938 -4.95176
H 2.56196 4.31039 -3.69219
H 1.15958 4.16408 -4.73741
H 0.57753 1.98185 -3.76473
H 0.69613 3.25521 -2.53307
H 1.81613 1.25945 -1.96295
C -0.33113 -4.08812 2.87716
C 0.09488 -3.92240 1.42604
O 0.35473 -2.51994 1.18478
H -0.59015 -5.12108 3.11659
H -1.24358 -3.52011 3.06840
H 0.45065 -3.70991 3.53555
H -0.73250 -4.20929 0.77702
H 0.98601 -4.51098 1.20670
H 1.17444 -2.28584 1.67565
C -4.76494 0.88916 3.55299
C -3.86781 1.11317 2.35139
O -2.86498 0.07571 2.32919
H -5.53609 0.14756 3.35640
H -5.25513 1.80442 3.89204
H -4.14851 0.59446 4.40359
H -3.37822 2.08768 2.41414
H -4.44294 1.01054 1.42480
H -2.07758 0.40435 1.86291
C -2.87874 0.48792 -4.10201
C -2.85372 -0.30682 -2.82398
O -1.66546 -0.01196 -2.07944
H -3.75711 0.29719 -4.72201
H -1.99406 0.28542 -4.70154
H -2.92705 1.56079 -3.89666
H -2.82265 -1.38542 -3.01366
H -3.74948 -0.22956 -2.19841
H -1.65885 0.93859 -1.81938
C 0.00688 0.32957 4.51949
C -0.93442 1.35058 5.10738
O -0.20903 2.27348 5.92428
H -0.43438 -0.32962 3.76263
H 0.41201 -0.38096 5.25058
H 0.87596 0.78662 4.04611
H -1.75085 0.91402 5.69275
H -1.42527 1.93155 4.32709
H 0.04065 1.80204 6.72510

Summary:
spin multiplicity = 5
frontier orbital gap (alpha / beta) = 0.2471 / 0.2757 Ha
charge = +1
strongest force on any atom = 1.898 eV/Å
E_HOMO (alpha / beta) = -0.3980 / -0.4267 Ha
energy relative to the best compared isomer or geometry (same formula, charge and spin) = 0.0 kJ/mol

Atom charges from the Löwdin analysis, given in e for atoms 1 to 2:
1 Hg 1.307
2 Cr 0.955

# 4
DFT (the ωB97M-V functional and the def2-TZVPD basis) results for a cluster of 11 separate species, C22H68BF4N5O10 in total at a distorted geometry.

CARTESIAN COORDINATES (ANGSTROEM)
C 13.31575 -16.51962 -18.01555
C 14.80653 -16.69777 -17.82130
O 15.32904 -16.07218 -16.70795
H 13.06269 -15.46033 -18.05986
H 12.65614 -16.86991 -17.22163
H 12.99413 -16.94709 -18.96526
H 15.34362 -16.29814 -18.68149
H 14.94804 -17.77810 -17.79034
B 10.26091 -18.09865 -14.90288
F 9.38762 -18.92607 -15.59932
F 9.52046 -17.19981 -14.16389
F 11.00095 -18.88456 -14.04113
F 11.16518 -17.41043 -15.67842
C 5.85593 -14.86051 -15.34987
C 6.28577 -14.93238 -13.84109
C 6.59421 -13.48522 -13.30654
O 5.51412 -12.53711 -13.22797
C 5.94037 -11.25207 -12.86082
N 5.14613 -15.41773 -13.10145
H 5.45843 -15.82036 -15.67971
H 6.68021 -14.49414 -15.96178
H 5.17623 -14.02926 -15.53726
H 7.14364 -15.58616 -13.68382
H 7.31457 -13.12162 -14.03933
H 7.04495 -13.54399 -12.31584
H 6.54717 -10.78639 -13.63737
H 6.45842 -11.17946 -11.90455
H 5.05249 -10.62173 -12.91020
H 4.37620 -14.77462 -13.21857
H 4.71632 -16.17310 -13.61604
C 6.38446 -19.60971 -15.13367
C 6.10324 -19.05521 -13.73153
C 5.14076 -20.05615 -12.93546
O 3.79343 -19.67431 -13.20324
C 2.75208 -20.25475 -12.39131
N 7.36524 -18.93113 -13.05191
H 6.73282 -18.84462 -15.82749
H 5.55107 -20.22532 -15.47214
H 7.22379 -20.30378 -15.17729
H 5.78911 -18.01457 -13.81198
H 5.25335 -19.91535 -11.86047
H 5.25792 -21.11784 -13.15265
H 1.85017 -19.69828 -12.64623
H 2.96396 -19.84445 -11.40396
H 2.72104 -21.33963 -12.49219
H 7.22977 -18.33168 -12.25041
H 8.00271 -18.38232 -13.61096
C 7.54260 -16.03093 -19.28175
C 7.70033 -17.17118 -18.25753
C 7.04399 -18.51907 -18.70768
O 5.72852 -18.42609 -19.12921
C 4.78402 -18.01404 -18.08930
N 9.14916 -17.48108 -18.07290
H 6.50896 -15.87823 -19.59216
H 8.09556 -16.23629 -20.19835
H 7.90571 -15.09352 -18.86040
H 7.29817 -16.83417 -17.30213
H 7.01226 -19.29396 -17.94176
H 7.48583 -18.92799 -19.61634
H 3.80361 -17.84645 -18.53518
H 5.03326 -17.06774 -17.60920
H 4.60655 -18.74842 -17.30361
H 9.23625 -18.13985 -17.31229
H 9.61568 -16.65190 -17.73391
C 11.42058 -24.14094 -14.74384
C 11.92123 -23.36837 -13.56453
C 12.61205 -22.06632 -13.98044
O 13.72904 -22.24887 -14.81598
C 14.33775 -21.02038 -15.10789
N 10.80053 -23.16227 -12.69584
H 11.11903 -25.10455 -14.33320
H 12.24624 -24.27098 -15.44347
H 10.56167 -23.75397 -15.29214
H 12.57746 -24.02586 -12.99431
H 12.97518 -21.67347 -13.03076
H 11.78624 -21.51703 -14.43256
H 13.64302 -20.39398 -15.66743
H 15.19976 -21.19179 -15.75260
H 14.65137 -20.39867 -14.26930
H 10.10357 -22.46056 -12.90065
H 11.11902 -22.84433 -11.79164
C 10.93477 -12.54568 -14.04688
C 10.71075 -13.85761 -14.76417
C 10.44419 -13.63433 -16.29892
O 11.73453 -13.21839 -16.91609
C 11.67919 -13.06850 -18.35750
N 11.87107 -14.67639 -14.44498
H 10.28102 -11.80388 -14.50563
H 11.96859 -12.21054 -14.13057
H 10.67990 -12.61385 -12.98929
H 9.80299 -14.32428 -14.38167
H 9.65279 -12.88915 -16.37945
H 10.17128 -14.54163 -16.83784
H 10.89435 -12.31461 -18.41895
H 11.41666 -13.96537 -18.91857
H 12.62641 -12.63505 -18.67844
H 11.52875 -15.58361 -14.72762
H 12.03900 -14.65048 -13.44938
O 11.65606 -19.78258 -17.34215
H 12.55400 -19.72175 -17.01622
H 11.14883 -19.22315 -16.75395
O 13.88814 -17.15039 -14.18924
H 14.30075 -16.98333 -15.03664
H 13.26665 -17.85801 -14.36027
O 9.44337 -15.09403 -12.15203
H 10.35702 -14.96590 -11.89695
H 9.46458 -15.83675 -12.75548
O 9.07320 -20.93593 -13.01198
H 8.20724 -20.53071 -12.96572
H 9.63771 -20.25473 -13.37740

Summary:
frontier orbital gap = 0.1467 Ha
charge = -2
strongest force on any atom = 3.659 eV/Å
E_HOMO = -0.0125 Ha

Atom charges from the Löwdin analysis, given in e for atoms 1 to 2:
1 C -0.127
2 C -0.573